# 1
15
Properties=species:S:1:pos:R:3:forces:R:3 method="wB97M-V/def2-TZVPD" e_above_lowest_kj_mol=556.0 e_homo_ev=-8.746 total_energy_ha=-304.62371
C 0.426776 0.773298 -0.559542 -1.492 -1.171 0.909
C 0.310784 -0.851536 0.985483 0.056 -0.430 3.751
C -0.210318 -1.592174 -0.176452 0.315 -0.773 -5.544
C -0.845648 -0.132231 -0.509852 1.804 -2.722 -2.120
C -1.013810 -0.095106 0.903682 -3.022 2.316 4.949
H -0.633596 1.388913 -1.951790 3.356 3.403 2.611
H 2.296146 0.496548 0.699800 -4.618 -1.803 -0.696
H 0.582934 -1.270831 2.026799 0.007 0.364 -2.049
H 0.477326 -1.791658 -1.128401 -0.904 -0.620 2.521
H -0.965230 -2.361963 0.028856 0.298 0.261 -0.145
H -1.560583 0.156985 -1.266667 -0.410 -0.403 -0.014
H -0.945470 0.943215 1.145653 0.147 0.954 1.369
H -1.973576 -0.391498 1.473131 1.546 -0.565 -1.285
N 0.310037 1.935751 -1.104379 -1.847 -3.100 -3.215
N 1.220727 0.095217 0.406194 4.765 4.289 -1.042

=====

# 2
60
Properties=species:S:1:pos:R:3:forces:R:3 method="wB97M-V/def2-TZVPD" e_above_lowest_kj_mol=78.6 e_homo_ev="-10.456 / -14.114" total_energy_ha=-2906.04296 multiplicity=6 total_charge=+2
Co -0.175432 -0.134143 0.663023 3.582 -0.516 -0.131
H 1.672491 -0.096732 -2.620322 1.104 -0.071 -0.013
H -0.522845 -0.015325 -0.862263 -0.527 0.311 -1.667
P 0.319181 -2.172164 -0.241235 0.231 -2.375 -0.399
P 0.262337 2.025614 0.059802 0.467 1.833 -0.980
C 1.842697 2.545726 0.836305 0.161 0.021 0.227
H 1.856826 3.630257 0.981702 -0.028 -0.117 -0.102
H 2.027873 2.063142 1.797410 -0.104 0.086 -0.100
H 2.657500 2.278629 0.149405 -0.204 0.025 0.131
C 0.654938 2.743302 -1.603534 -0.024 -0.205 -0.057
H -0.268011 2.951747 -2.167383 0.432 -0.192 0.062
H 1.186022 3.701777 -1.461249 -0.300 -0.407 0.033
H 1.320046 2.065997 -2.155167 -0.234 0.321 0.007
C -1.001434 3.294205 0.509139 -0.217 0.185 0.079
H -1.652817 3.000169 1.335265 0.107 0.026 -0.088
H -0.482152 4.228674 0.780911 -0.217 -0.323 -0.127
H -1.651110 3.509731 -0.364016 0.418 -0.211 0.445
C 1.245658 -2.741240 -1.747169 0.225 0.154 -0.328
H 1.836488 -3.649559 -1.534238 -0.579 0.258 0.103
H 0.568854 -2.952965 -2.590254 0.245 0.135 0.323
H 1.974814 -1.993607 -2.065907 -0.308 -0.347 0.100
C 1.159294 -3.300173 0.942840 0.283 0.301 0.549
H 0.893593 -3.041629 1.973995 0.025 -0.159 -0.211
H 0.892235 -4.347063 0.754096 -0.005 0.341 -0.154
H 2.244742 -3.198222 0.813043 -0.274 -0.052 0.056
C -1.261151 -3.096932 -0.402799 -0.336 0.040 -0.029
H -1.635779 -3.069253 -1.435973 0.007 -0.002 0.278
H -1.093493 -4.146678 -0.127672 -0.074 0.278 -0.229
H -2.020870 -2.689983 0.278724 0.161 -0.130 -0.231
C -1.809357 -0.124923 1.170035 -6.045 -0.301 3.314
O -2.742826 -0.133235 1.878300 2.462 0.084 -2.338
H -1.761369 -0.861934 -1.853168 0.078 0.269 0.098
H -1.774840 0.794431 -1.856797 0.151 -0.188 0.229
H -0.175958 1.112807 -3.587367 0.164 -0.286 -0.478
H -0.428523 -1.032978 -3.841802 0.325 0.268 -0.176
B -0.492578 0.015110 -3.291890 -0.638 -0.074 0.768
N -1.173841 -0.029418 -1.952866 -0.927 -0.043 -1.780
H 2.413547 -0.313021 -2.616588 -0.924 0.577 -0.110
C 3.846847 0.638889 3.906477 1.033 0.937 -0.314
N 3.848239 -0.753325 3.550312 -1.418 0.202 1.910
C 4.228368 -1.659525 4.606080 1.254 -0.742 -0.184
C 2.859706 -1.200947 2.586258 0.243 -0.590 -0.985
C 1.473378 -0.811901 2.966752 0.908 -1.355 1.150
C 0.872629 -1.364947 4.119407 -0.167 0.384 0.259
C -0.095404 -0.621599 4.797763 0.313 -1.412 0.097
C -0.551488 0.598739 4.272576 -0.293 1.742 -1.256
C -0.113515 1.039820 3.017215 0.375 0.120 1.756
C 0.769035 0.184389 2.310377 -0.269 1.370 0.827
H 4.805183 0.843284 4.417012 -0.516 0.103 -0.166
H 3.011731 0.933695 4.581389 0.253 -0.574 -0.318
H 3.778643 1.249823 2.993004 -0.011 -0.207 0.343
H 3.489410 -1.753621 5.425777 -0.044 0.423 -0.496
H 4.383722 -2.662735 4.182262 -0.073 0.321 0.162
H 5.173742 -1.300522 5.036333 -0.304 -0.154 0.018
H 3.126531 -0.728181 1.631309 -0.028 -0.090 0.044
H 2.981788 -2.285812 2.494051 0.102 0.218 0.075
H 1.237863 -2.327457 4.501559 -0.108 0.424 0.132
H -0.455505 -0.955375 5.772891 0.014 -0.012 -0.405
H -1.240172 1.236082 4.837911 0.311 -0.318 -0.169
H -0.356082 2.022084 2.607149 -0.239 -0.302 0.447

=====

# 3
7
Properties=species:S:1:pos:R:3:forces:R:3 method="wB97M-V/def2-TZVPD" smiles="S=c1[nH]nno1" e_above_lowest_kj_mol=330.9 e_homo_ev=-9.289 total_energy_ha=-676.28802
C 0.332215 -0.474585 -0.440509 4.646 -0.291 -3.095
H -0.951167 -0.947135 1.138135 0.793 2.950 -3.385
N -0.613311 -0.194683 0.310426 -6.674 -1.484 7.185
N -0.701952 1.126301 0.543362 -0.967 0.614 2.241
N 0.228569 1.677126 -0.019780 -0.310 1.333 -1.013
O 0.873996 0.752821 -0.766505 1.254 -1.069 -0.789
S 0.831648 -1.939845 -0.765128 1.258 -2.054 -1.143

=====

# 4
7
Properties=species:S:1:pos:R:3:forces:R:3 method="wB97M-V/def2-TZVPD" smiles="C#CC(=O)C#N" e_above_lowest_kj_mol=292.9 e_homo_ev=-10.968 total_energy_ha=-282.80565
C 0.861386 0.221255 -0.072072 0.198 -1.803 -2.371
C -0.577224 -0.508016 -0.058823 -0.468 -6.867 1.621
C -1.185298 -1.714313 0.090457 2.827 8.650 -1.707
C 0.893057 1.636195 0.500445 -4.833 7.828 -1.779
H -2.156179 -2.158415 -0.128137 0.586 -0.332 0.451
N 0.385577 2.803591 0.405744 4.465 -9.326 1.134
O 1.778682 -0.280296 -0.737613 -2.776 1.850 2.651